(1)
Entry from OMol25: C46H38GeN9O2Sn as an isolated structure (ωB97M-V with the def2-TZVPD basis set).

XYZ file:
```
97
Properties=species:S:1:pos:R:3:forces:R:3
Sn -0.276098 -0.247510 -0.779869 -0.520 0.509 -0.088
O -1.880904 3.524541 -2.041371 -0.240 0.054 -0.173
C -1.476020 2.374646 -1.976102 0.276 0.079 0.236
N -0.276391 1.937515 -1.539075 -0.283 -0.569 -0.138
C 0.778189 2.852122 -1.436177 0.259 0.248 0.241
C 0.857565 3.974503 -2.271183 -0.087 0.023 -0.132
C 1.920130 4.850822 -2.222739 -0.030 -0.068 0.068
C 2.950874 4.647492 -1.322250 0.087 -0.003 0.065
C 2.911853 3.534346 -0.509385 0.082 0.048 -0.037
C 1.850781 2.641490 -0.558319 -0.164 0.438 -0.230
N 1.978210 1.462786 0.252007 -0.148 0.259 0.310
C 2.441595 0.400942 -0.419816 0.536 -0.455 -0.303
O 2.521167 0.349153 -1.641294 0.145 0.047 -0.211
C 2.779370 -0.839157 0.339601 0.043 -0.689 -0.019
C 4.037755 -1.417651 0.239507 -0.099 -0.018 0.004
C 4.243500 -2.650071 0.832952 -0.145 0.139 0.019
C 3.183120 -3.261377 1.487790 -0.022 -0.001 -0.062
C 1.960923 -2.614985 1.505324 0.087 -0.160 0.011
N 1.752931 -1.430360 0.943691 0.245 0.112 0.324
C -2.407481 1.271340 -2.438099 -0.420 0.361 -0.295
C -3.675969 1.621295 -2.893438 0.116 0.055 0.132
C -4.502245 0.639990 -3.405315 0.154 -0.141 0.053
C -4.020580 -0.661857 -3.474540 -0.014 0.030 -0.034
C -2.754921 -0.924821 -2.985572 -0.204 -0.389 -0.185
N -1.977087 0.012771 -2.465017 0.361 0.186 0.236
H 0.068829 4.156654 -2.982473 -0.038 -0.025 0.020
H 1.946147 5.692991 -2.896766 -0.030 0.093 -0.053
H 3.779015 5.333730 -1.270351 0.157 0.079 0.013
H 3.734412 3.319283 0.162752 -0.001 0.041 0.013
H 4.820006 -0.906288 -0.298360 0.094 0.043 -0.057
H 5.204415 -3.136851 0.775593 0.120 -0.008 0.019
H 3.304420 -4.224469 1.959726 -0.030 -0.058 0.040
H 1.097902 -3.065334 1.979189 -0.039 -0.100 0.145
H -3.971589 2.657612 -2.826540 0.033 0.046 -0.004
H -5.496617 0.876770 -3.755731 -0.031 0.037 -0.039
H -4.615180 -1.454509 -3.902026 -0.009 -0.084 -0.031
H -2.332870 -1.920668 -3.004952 -0.018 -0.115 -0.057
C -3.326817 -2.034041 0.052994 -0.331 -0.189 -0.064
N -1.939108 -2.442204 0.118020 0.040 0.020 0.251
C -1.657589 -3.755601 -0.450983 -0.050 -0.126 -0.009
C -0.796186 -3.626268 -1.666668 0.107 0.190 0.024
N 0.056495 -2.651521 -1.834100 -0.324 -0.079 0.315
C 0.720833 -2.915847 -3.008381 -0.089 -0.675 -0.527
C 1.755443 -2.220160 -3.620905 -0.046 -0.032 -0.074
C 2.245072 -2.739864 -4.800227 0.059 0.117 0.030
C 1.719813 -3.907091 -5.362852 -0.081 -0.147 -0.025
C 0.694090 -4.613603 -4.763307 0.014 -0.052 -0.034
C 0.211896 -4.106513 -3.565863 0.480 0.513 -0.123
N -0.756666 -4.532358 -2.678856 -0.174 -0.172 0.021
C -3.460174 -0.582196 0.361769 0.075 0.004 0.007
N -2.462949 0.258890 0.435440 0.216 -0.490 -0.205
C -3.014245 1.487615 0.728306 -0.734 0.353 0.136
C -2.413503 2.724039 0.929428 -0.048 -0.088 0.100
C -3.239073 3.787453 1.217535 0.101 0.021 -0.023
C -4.626413 3.643745 1.291048 -0.119 -0.038 0.001
C -5.242521 2.424591 1.093584 -0.076 -0.063 -0.012
C -4.412288 1.350216 0.815450 0.493 0.423 0.064
N -4.657907 0.013371 0.579726 -0.133 -0.196 0.018
H -3.967097 -2.613719 0.741196 -0.012 0.092 -0.204
H -3.690808 -2.194345 -0.968197 -0.032 -0.100 0.137
H -1.640569 -2.400347 1.085272 0.137 0.025 -0.064
H -2.579230 -4.291765 -0.707852 0.061 -0.019 0.114
H -1.111549 -4.366460 0.276317 -0.136 -0.003 -0.039
H 2.151222 -1.324755 -3.169919 0.116 0.158 0.031
H 3.057988 -2.238597 -5.303821 0.041 0.049 -0.041
H 2.135928 -4.271138 -6.289486 0.014 -0.043 -0.090
H 0.298245 -5.515228 -5.205256 -0.007 -0.094 -0.044
H -1.309743 -5.370054 -2.767615 0.031 0.089 0.085
H -1.343982 2.830416 0.863574 0.150 0.088 -0.031
H -2.810447 4.761864 1.381770 0.092 0.140 -0.012
H -5.230851 4.512361 1.500930 -0.073 0.070 0.041
H -6.313845 2.313702 1.151133 -0.131 0.022 0.022
H -5.561446 -0.432125 0.561351 0.107 -0.007 0.030
Ge 2.012432 1.684545 2.139229 -0.084 -0.331 0.580
C 0.237015 1.434575 2.950476 0.695 -0.043 -0.321
C -0.448237 0.228534 2.906476 0.123 -0.206 -0.041
C -1.649782 0.081163 3.574469 -0.066 -0.052 0.084
C -2.186798 1.143470 4.281544 -0.055 0.008 0.004
C -1.509409 2.350248 4.331951 -0.045 0.091 0.108
C -0.298462 2.490303 3.678769 0.166 0.129 -0.040
C 3.418299 0.558856 2.941969 -0.524 0.361 -0.218
C 3.106744 -0.421014 3.875202 -0.208 0.100 -0.038
C 4.111382 -1.143971 4.494482 0.038 -0.090 0.107
C 5.438392 -0.885602 4.193799 0.001 -0.059 0.008
C 5.758054 0.084910 3.257454 0.115 0.040 -0.023
C 4.751704 0.801296 2.637308 -0.074 0.195 -0.065
H 2.362191 3.160590 2.229138 0.045 0.158 0.108
H -0.020878 -0.600212 2.353804 -0.036 -0.034 -0.009
H -2.161836 -0.870386 3.561809 -0.105 -0.102 -0.029
H -3.127254 1.032892 4.799851 -0.090 -0.023 0.056
H -1.918940 3.177256 4.892265 -0.047 0.077 0.033
H 0.247651 3.424175 3.733645 -0.078 0.093 0.031
H 2.070493 -0.601835 4.131550 -0.048 -0.077 0.043
H 3.856400 -1.901071 5.222226 0.004 -0.042 0.065
H 6.222060 -1.431680 4.697477 0.069 -0.061 0.013
H 6.789779 0.295494 3.018958 0.104 -0.001 0.000
H 4.997820 1.568113 1.914222 0.139 0.063 -0.062
```
Positions in Å, forces in eV/Å.

The HOMO energy comes out at -9.79 eV. As for the charge: +1. The calculation puts the largest force on an atom at 0.86 eV Å⁻¹. The relative energy (zero: lowest compared OMol25 entry of this formula, charge and spin) comes out at 0.0 kJ/mol.

These are the Mulliken partial charges, in e, on atoms 1 to 2:
1. Sn 1.725
2. O -0.696

***

(2)
Entry from OMol25: C46H38IrN5O3P as an isolated structure (ωB97M-V with the def2-TZVPD basis set).

XYZ file:
```
94
Properties=species:S:1:pos:R:3:forces:R:3
Ir -1.502185 -0.783818 0.263035 -0.123 0.023 -0.114
C 6.059305 5.544705 1.227514 0.016 0.015 0.042
O 6.741774 4.294394 1.318201 -0.046 -0.019 -0.095
C 6.148321 3.273149 1.934978 0.053 0.061 0.100
C 6.884105 2.072105 1.961034 0.005 -0.027 0.023
C 6.383072 0.971228 2.591983 0.005 0.019 -0.011
C 5.104213 1.020210 3.200472 -0.003 -0.021 0.001
C 4.379633 2.232415 3.188651 0.036 -0.024 0.063
C 4.900438 3.347126 2.571614 0.005 -0.007 -0.017
N 4.665623 -0.094616 3.824780 -0.074 -0.004 -0.042
N 3.526696 -0.265289 4.361157 0.017 -0.079 -0.028
C 2.396116 -0.496973 3.734754 0.049 0.081 0.028
C 1.257884 -0.587983 4.607637 -0.042 -0.013 0.000
C -0.019287 -0.658688 4.162290 0.013 -0.011 0.056
C -0.262476 -0.688483 2.766758 0.016 -0.127 -0.052
O -1.431713 -0.713690 2.289879 0.044 0.092 0.005
C 0.882334 -0.739997 1.848302 -0.024 -0.088 0.024
N 0.559543 -0.948182 0.547582 -0.009 -0.038 0.152
C 1.520667 -1.093812 -0.349815 -0.018 -0.106 -0.021
C 2.863253 -1.076685 0.022667 0.019 -0.034 0.011
C 3.207253 -0.865570 1.338338 -0.016 0.065 0.037
C 2.197222 -0.658634 2.295603 0.059 -0.121 0.012
H 6.668811 6.166921 0.581425 0.011 0.002 0.012
H 5.976534 6.010116 2.210583 -0.014 -0.013 0.005
H 5.069883 5.416950 0.786137 0.006 0.000 -0.022
H 7.861755 2.060177 1.499099 -0.012 0.001 -0.020
H 6.953236 0.053596 2.652258 -0.010 -0.005 -0.011
H 3.441284 2.298656 3.724505 -0.020 -0.004 -0.036
H 4.362774 4.282410 2.619493 -0.023 -0.012 -0.031
H 1.473135 -0.562761 5.668490 0.017 0.023 -0.009
H -0.864740 -0.705121 4.833868 -0.003 0.021 -0.006
H 1.203172 -1.248224 -1.373141 -0.009 0.029 -0.016
H 3.622484 -1.242436 -0.728646 0.004 0.009 0.008
H 4.245112 -0.880114 1.631822 0.020 0.028 -0.002
C -1.243035 -3.879527 0.382708 -0.196 0.004 -0.120
N -2.117724 -2.694554 0.313879 0.295 -0.039 0.420
C -3.413378 -2.852291 0.365308 0.049 0.049 -0.086
C -4.218788 -1.709414 0.351856 0.057 0.113 -0.121
C -5.579769 -1.403127 0.463234 0.032 -0.078 0.025
C -5.660686 -0.015958 0.473664 -0.048 0.072 0.015
C -4.354016 0.481190 0.366500 -0.029 -0.039 0.016
N -3.494213 -0.537650 0.272924 -0.044 0.046 0.048
C -0.571770 -4.100555 1.716886 -0.007 0.113 0.030
C 0.800261 -3.940464 1.876175 -0.003 -0.124 -0.125
C 1.401888 -4.169025 3.106857 0.039 0.019 0.031
C 0.632336 -4.556270 4.193625 0.022 0.004 0.003
C -0.735517 -4.741614 4.038886 -0.025 -0.019 -0.028
C -1.328556 -4.528174 2.804103 -0.045 0.194 0.090
H -0.511310 -3.838590 -0.425314 0.013 0.123 0.015
H -1.908401 -4.720220 0.177091 0.161 -0.128 -0.083
H -3.817502 -3.857020 0.414429 -0.028 -0.008 -0.016
H -6.391686 -2.107306 0.545528 0.002 0.000 -0.004
H -6.553669 0.580954 0.559156 0.003 -0.008 -0.001
H -4.024333 1.507322 0.344932 0.007 0.006 0.023
H 1.415120 -3.706586 1.012745 -0.006 0.100 0.010
H 2.476162 -4.072558 3.211561 -0.015 0.002 -0.009
H 1.100034 -4.746274 5.150858 -0.002 0.006 -0.005
H -1.335475 -5.077651 4.874032 0.001 0.003 -0.001
H -2.393753 -4.695758 2.688491 -0.002 0.010 0.004
O -1.378948 -0.887739 -1.779320 -0.110 -0.348 -0.137
P -1.698839 0.292856 -2.707162 0.113 0.035 -0.043
C -1.898072 1.705558 -1.614331 -0.072 0.119 -0.055
C -1.093038 1.737514 -0.465679 -0.279 -0.130 0.129
C -1.249727 2.749348 0.469684 -0.010 0.033 0.035
C -2.190877 3.749213 0.248434 0.023 0.031 0.015
C -2.974142 3.730213 -0.896162 0.019 -0.017 0.032
C -2.839583 2.701946 -1.824774 0.098 -0.014 -0.056
C -0.286585 0.571550 -3.764766 -0.047 0.106 -0.030
C -0.008291 1.846812 -4.255335 0.021 -0.009 0.028
C 1.064687 2.034380 -5.112444 0.012 -0.001 -0.002
C 1.856966 0.954055 -5.478572 -0.005 0.008 -0.002
C 1.579433 -0.317745 -4.994215 -0.005 0.004 0.006
C 0.506698 -0.512778 -4.137896 -0.057 -0.054 -0.036
C -3.156092 0.081903 -3.697753 -0.021 -0.048 0.039
C -4.366377 -0.219039 -3.062692 -0.001 -0.002 0.019
C -5.509852 -0.391897 -3.820561 0.004 0.008 -0.012
C -5.451947 -0.268087 -5.204978 -0.001 0.000 0.007
C -4.252967 0.027392 -5.836510 -0.003 0.000 0.003
C -3.099884 0.201818 -5.086256 0.017 0.017 -0.019
H -0.284289 1.010361 -0.339929 0.112 0.164 -0.075
H -0.629395 2.772296 1.356242 -0.018 -0.015 0.022
H -2.311829 4.545409 0.970537 0.000 -0.007 0.002
H -3.708781 4.507281 -1.059786 0.003 0.005 -0.003
H -3.480546 2.668557 -2.697063 0.002 0.003 -0.004
H -0.623478 2.692058 -3.969303 0.001 0.002 -0.003
H 1.281686 3.021529 -5.497381 0.000 0.000 0.005
H 2.691107 1.103298 -6.151162 -0.002 -0.001 0.000
H 2.190106 -1.158094 -5.296361 -0.003 0.001 0.007
H 0.265296 -1.507207 -3.780987 0.022 0.002 0.016
H -4.415067 -0.314850 -1.984178 0.002 -0.019 -0.071
H -6.447900 -0.622130 -3.333633 0.005 -0.006 0.004
H -6.349028 -0.405351 -5.794104 0.001 0.003 0.000
H -4.213304 0.119755 -6.913161 0.000 -0.002 0.002
H -2.164591 0.427807 -5.581818 0.000 -0.005 0.002
```
Positions in Å, forces in eV/Å.

As for the spin multiplicity: 2. The HOMO energy (spin up / spin down) comes out at -12.07 / -12.78 eV. As for the expectation value of S²: 0.79. As for the charge: +2. The calculation puts the largest force on an atom at 0.51 eV Å⁻¹. The relative energy (zero: lowest compared OMol25 entry of this formula, charge and spin) comes out at 0.0 kJ/mol.

These are the Mulliken partial charges, in e, on atoms 1 to 2:
1. Ir 0.453
2. C -0.843

***

Number 1 is which compound?
C46H38GeN9O2Sn

***

Which of these has the lowest charge?
C46H38GeN9O2Sn